[1]
54
Properties=species:S:1:pos:R:3:forces:R:3:lowdin_charge:R:1 method="wB97M-V/def2-TZVPD" homo_energy_ev=-7.94 smiles=CN(Cc1nc(-c2cnccn2)no1)CC1CCN(Cc2ccccc2)CC1 homo_lumo_gap_ha=0.290 largest_force_ev_per_a=1.3
C -2.643411 -3.775414 -0.553133 0.07 -0.02 0.02 -0.0850
N -1.595646 -2.896068 -0.087483 0.10 -0.14 0.14 -0.2151
C -0.636976 -3.579997 0.759109 -0.25 0.00 0.07 -0.1095
C 0.580110 -2.738558 0.887453 0.57 0.21 -0.34 -0.3210
N 1.372632 -2.346822 -0.058816 -0.30 -0.34 -0.10 0.2182
C 2.260394 -1.537843 0.593392 -0.83 -0.56 0.73 -0.3005
N 2.022690 -1.459768 1.876517 1.06 0.77 0.02 0.1549
O 0.931517 -2.233815 2.078903 -0.62 -0.54 -0.16 0.0500
C 3.302817 -0.815951 -0.112984 0.52 0.39 -0.45 -0.2137
N 4.205045 -0.137139 0.592228 -0.20 -0.18 0.18 0.1337
C 5.116557 0.535448 -0.086435 0.08 0.04 -0.17 -0.1065
C 5.137673 0.537205 -1.476992 0.00 0.01 0.12 -0.1168
N 4.238741 -0.133407 -2.183129 0.12 0.09 -0.31 0.0850
C 3.323502 -0.808052 -1.511372 -0.15 -0.11 0.36 -0.0699
H 2.584314 -1.350710 -2.082150 -0.09 -0.08 0.03 0.1127
H 5.880881 1.083495 -2.040860 0.10 0.08 0.06 0.1039
H 5.840442 1.083366 0.500889 0.11 0.08 -0.06 0.1078
H -0.357951 -4.516057 0.267788 0.00 0.04 0.13 0.1345
H -1.018628 -3.804342 1.771011 0.03 -0.06 -0.11 0.1386
C -2.111545 -1.660055 0.486147 -0.10 0.24 -0.37 -0.1604
C -2.192378 -0.556819 -0.575442 0.21 0.07 0.44 -0.3016
C -2.814741 0.713299 0.001944 -0.04 -0.07 -0.29 -0.1381
C -2.813702 1.827500 -1.055533 -0.11 -0.02 0.17 -0.1771
N -1.523109 2.111157 -1.640719 0.03 0.13 -0.07 -0.1671
C -0.885111 0.911077 -2.136231 0.10 -0.15 0.11 -0.1698
C -0.801180 -0.224642 -1.111564 -0.23 0.02 -0.31 -0.1446
H -0.163810 0.083108 -0.280268 0.01 -0.08 0.04 0.0971
H -0.361046 -1.111106 -1.568545 0.05 0.00 0.01 0.1050
H 0.112782 1.169415 -2.496869 0.00 0.01 -0.09 0.1165
H -1.475751 0.566161 -2.994587 0.09 -0.07 -0.05 0.1227
C -0.679490 3.078701 -0.963138 -0.07 0.01 -0.11 -0.1435
C -0.116614 2.698288 0.389021 0.04 0.12 0.03 -0.2168
C 1.120246 2.072186 0.499318 -0.01 0.14 0.05 -0.0560
C 1.618838 1.695875 1.734842 0.09 -0.02 0.00 -0.0895
C 0.881065 1.939641 2.880874 0.01 -0.02 0.07 -0.0817
C -0.342752 2.579832 2.787574 -0.07 0.00 0.10 -0.0822
C -0.833015 2.961664 1.550864 0.10 0.07 -0.08 -0.0672
H -1.783747 3.473259 1.485482 -0.11 0.05 -0.02 0.1127
H -0.916896 2.785795 3.679824 -0.03 0.02 0.07 0.1015
H 1.265685 1.635812 3.842586 0.04 -0.03 0.09 0.1031
H 2.577393 1.203643 1.807389 0.04 -0.01 0.03 0.0752
H 1.701217 1.881024 -0.394260 0.06 -0.02 -0.12 0.1091
H -1.276889 3.990430 -0.854146 0.11 0.00 0.00 0.1220
H 0.148930 3.299647 -1.644266 -0.03 0.07 0.07 0.1219
H -3.214042 2.750002 -0.629555 -0.05 0.03 -0.06 0.1160
H -3.474214 1.522067 -1.877707 -0.10 0.02 0.07 0.1210
H -3.842258 0.523835 0.321148 -0.06 0.00 0.07 0.1171
H -2.239821 1.027688 0.874568 -0.05 -0.05 0.04 0.0992
H -2.811622 -0.910969 -1.406972 -0.06 -0.03 -0.06 0.1404
H -3.103759 -1.817833 0.937254 0.05 -0.02 0.07 0.1282
H -1.444513 -1.319140 1.282528 -0.02 0.04 0.03 0.1260
H -3.298604 -3.217613 -1.218160 -0.09 -0.04 -0.05 0.0837
H -2.201563 -4.596907 -1.115216 -0.06 -0.07 -0.05 0.0862
H -3.248678 -4.191604 0.267869 -0.04 0.00 0.00 0.0898

=====

[2]
17
Properties=species:S:1:pos:R:3:forces:R:3:lowdin_charge:R:1 method="wB97M-V/def2-TZVPD" homo_energy_ev=-10.08 smiles="CCC(=O)NC(O)O" homo_lumo_gap_ha=0.397 largest_force_ev_per_a=3.1
C 2.040926 -0.223436 -0.436892 -0.29 -0.31 -0.56 -0.4913
C -1.587364 -0.094528 0.653869 0.44 1.54 0.64 -0.1665
C -2.393189 0.340878 -0.567472 0.10 -0.13 0.08 -0.0977
N 0.687987 -0.488398 0.068923 -1.88 -1.40 0.09 0.1261
C -0.112740 0.477025 0.537715 -1.76 -1.01 -0.05 -0.4985
O 2.729201 0.587021 0.445830 -0.12 0.03 0.09 0.0408
O 2.697415 -1.420909 -0.588110 0.35 -0.15 -0.13 0.0401
O 0.202433 1.624924 0.759123 0.07 0.65 0.23 0.0622
H 2.149478 1.340137 0.670331 -0.01 -0.12 -0.02 0.0896
H 3.078353 -1.654639 0.269056 -0.07 0.04 0.00 0.1122
H -0.014586 -1.274994 -0.130895 2.96 0.80 -0.33 0.1740
H 1.962998 0.236099 -1.438678 0.05 -0.13 0.27 0.1669
H -1.995956 0.374016 1.550955 -0.13 -0.02 -0.02 0.1107
H -1.667950 -1.175936 0.814343 0.42 0.11 -0.10 0.1055
H -3.441821 0.075856 -0.445195 -0.03 -0.04 -0.08 0.0723
H -2.007319 -0.140948 -1.467899 -0.10 0.04 -0.06 0.0754
H -2.327866 1.417832 -0.695004 0.01 0.09 -0.04 0.0782

=====

[3]
17
Properties=species:S:1:pos:R:3:forces:R:3:lowdin_charge:R:1 method="wB97M-V/def2-TZVPD" homo_energy_ev="-7.19 / -7.19" homo_lumo_gap_ha="0.292 / 0.292" largest_force_ev_per_a=4.6
C -0.001463 -0.748744 1.515955 -1.05 2.45 0.38 -0.1210
C 0.845224 0.452178 2.063625 -2.24 -0.35 -2.28 -0.1330
C -0.117715 -0.473751 0.071620 0.32 2.26 -2.21 -0.2365
C 0.115258 -1.646732 -0.886164 0.83 3.82 1.74 0.0086
C -0.697043 1.287370 -1.681308 3.46 -3.10 -0.22 0.0000
N 0.782898 1.621184 1.533801 -0.47 -0.12 -1.35 -0.0403
N 0.128862 1.882320 0.398751 -0.62 0.75 0.69 -0.0365
N -0.285158 0.813245 -0.345149 1.27 -1.91 1.42 -0.1352
H 0.502820 -1.679257 1.602535 0.20 -0.88 0.64 0.0868
H -1.084260 -0.776115 1.874374 1.35 -0.20 0.48 0.1331
H 1.465458 0.484195 2.874811 1.55 -1.00 2.12 0.0559
H 1.177146 -1.632667 -1.021541 0.70 -0.43 -0.54 0.0942
H -0.420783 -1.460603 -1.745148 -1.06 -0.32 -2.10 0.0507
H -0.169671 -2.405424 -0.274368 -0.93 -2.99 0.76 0.0406
H 0.130905 1.055275 -2.436735 -1.48 -0.25 0.79 0.1290
H -1.649642 0.933471 -1.863023 -1.75 -1.13 -0.94 0.0679
H -0.722837 2.294054 -1.682038 -0.09 3.40 0.61 0.0357

=====

[4]
87
Properties=species:S:1:pos:R:3:forces:R:3:lowdin_charge:R:1 method="wB97M-V/def2-TZVPD" homo_energy_ev=-2.98 total_charge=-1 homo_lumo_gap_ha=0.189 largest_force_ev_per_a=0.2
Rb 0.083354 -0.126736 0.422167 -0.04 -0.14 0.00 0.6874
C -1.696242 -2.199565 -2.332942 -0.01 -0.03 -0.01 -0.1561
N -2.121520 -1.859283 -0.980803 0.02 0.10 -0.01 -0.1779
C -2.225391 -3.061094 -0.151210 0.04 -0.01 -0.04 -0.1465
C -2.469903 -2.788788 1.320489 -0.03 0.01 0.08 -0.3966
C -3.527564 -3.456415 1.940568 0.04 -0.01 -0.05 -0.1221
C -3.909582 -2.974297 3.229012 -0.07 -0.04 0.01 -0.1713
C -3.125429 -2.101180 3.890035 0.08 0.10 -0.01 -0.1130
C -1.738447 -1.833168 3.349325 -0.07 -0.06 0.01 -0.4371
N -1.676055 -1.900732 1.884953 0.01 -0.04 0.02 -0.0232
C -3.369792 -1.107365 -1.027956 -0.10 0.02 0.02 -0.1274
C -3.649364 -0.254814 0.186938 0.06 0.07 -0.01 -0.2758
C -4.710693 -0.544028 1.031687 0.02 -0.03 -0.01 -0.0318
C -4.912159 0.248173 2.147332 -0.05 -0.01 0.05 -0.0642
C -4.082520 1.336644 2.352280 0.05 0.02 -0.02 -0.0697
C -3.079115 1.575632 1.427044 -0.04 0.07 0.11 -0.1604
N -2.854386 0.805041 0.368816 0.02 -0.10 -0.10 0.0686
C -1.095912 -1.014535 -3.048301 0.01 0.02 -0.02 -0.2838
C -1.690224 -0.426060 -4.154824 0.02 0.00 0.00 -0.0351
C -1.071050 0.670121 -4.743106 -0.02 -0.01 -0.01 -0.0714
C 0.117379 1.134960 -4.211357 0.01 -0.01 0.02 -0.0493
C 0.646314 0.480208 -3.103357 -0.02 0.02 -0.08 -0.1152
N 0.053440 -0.565883 -2.538520 0.00 -0.02 0.05 0.0663
H -2.521136 -2.626114 -2.930641 -0.01 0.01 0.01 0.1248
H -0.922233 -2.964677 -2.256277 0.01 0.01 0.00 0.1246
H -1.276218 -3.595865 -0.249710 0.01 0.01 0.01 0.1202
H -3.020651 -3.723447 -0.535085 0.00 0.00 0.01 0.1170
H -4.152605 -4.142213 1.383473 0.00 0.00 -0.01 0.0679
H -4.883093 -3.249488 3.629000 0.01 0.01 0.02 0.0874
H -3.441139 -1.622044 4.810984 -0.02 -0.02 0.01 0.0795
H -1.423259 -0.822686 3.651046 0.02 0.01 -0.01 0.1070
H -4.223209 -1.788509 -1.189469 0.01 0.00 -0.02 0.1282
H -3.320529 -0.427492 -1.881798 0.01 -0.01 -0.01 0.1199
H -5.315003 -1.421226 0.850811 -0.01 0.00 0.00 0.1110
H -5.699477 0.013719 2.851769 0.00 -0.01 -0.01 0.1072
H -4.198403 1.984383 3.210840 0.00 0.00 0.00 0.0978
H -2.425098 2.434850 1.550195 0.04 -0.02 -0.04 0.1025
H -2.623276 -0.818970 -4.539306 0.00 0.01 -0.01 0.1078
H -1.516796 1.153598 -5.603968 0.00 0.00 0.00 0.1018
H 0.638094 1.984146 -4.632446 0.00 0.00 -0.01 0.1052
H 1.580798 0.797283 -2.651049 0.00 0.01 0.01 0.0862
C 4.485774 4.635563 1.727166 0.01 -0.02 0.01 -0.0431
C 3.182777 5.198388 1.235683 0.02 0.00 0.00 -0.2649
C 2.929770 6.558963 1.391140 0.00 -0.04 0.01 -0.0583
C 1.749204 7.136368 0.947633 -0.01 0.02 0.00 -0.0975
C 0.792237 6.349555 0.329652 0.00 0.00 0.00 -0.0991
C 1.030843 4.991592 0.174052 0.01 -0.01 0.00 -0.1062
C 2.212018 4.394263 0.616491 -0.06 0.01 -0.01 -0.3222
P 2.306765 2.579138 0.307898 0.02 -0.03 -0.03 1.0659
C 2.781853 1.950879 1.990361 -0.04 0.03 0.18 -0.3348
C 1.678340 1.987190 2.857318 -0.03 0.00 -0.01 -0.1470
C 1.718056 1.487357 4.145419 0.03 0.00 0.00 -0.0917
C 2.891159 0.899244 4.599643 -0.01 0.00 -0.01 -0.0896
C 3.988605 0.851012 3.760954 0.02 -0.01 0.02 -0.0565
C 3.970201 1.377248 2.465813 0.00 -0.01 -0.09 -0.2724
C 5.257089 1.316418 1.685239 0.04 0.04 0.00 -0.0523
C 3.581809 2.368427 -0.931836 0.01 -0.02 0.00 -0.3924
C 4.142824 3.452337 -1.611417 0.02 0.04 -0.04 -0.1422
C 4.837341 3.304666 -2.797616 -0.02 -0.05 0.03 -0.1479
C 4.928564 2.008494 -3.343820 0.02 0.02 -0.03 -0.1392
C 4.404413 0.920545 -2.704383 -0.01 -0.02 0.02 -0.0909
C 3.752829 1.014031 -1.421693 -0.01 0.00 -0.02 -0.4208
C 3.301005 -0.109341 -0.755307 0.04 -0.02 -0.06 -0.1074
H 5.205574 5.434700 1.907792 0.00 0.00 0.00 0.0783
H 4.909505 3.940384 1.002714 0.00 0.00 -0.01 0.0625
H 4.342759 4.085173 2.659655 0.00 0.01 0.00 0.0850
H 3.682935 7.177750 1.866531 0.00 0.00 0.00 0.1035
H 1.584100 8.198632 1.082047 0.00 0.00 0.00 0.0952
H -0.132821 6.783367 -0.028957 0.00 0.01 0.00 0.0955
H 0.284765 4.367780 -0.305297 0.00 -0.01 0.00 0.0909
H 0.750565 2.423950 2.494381 0.00 0.00 -0.01 0.0896
H 0.840164 1.533294 4.777429 0.00 0.00 -0.01 0.1008
H 2.943649 0.473141 5.593729 0.01 0.00 0.00 0.0979
H 4.906926 0.389776 4.109493 0.00 0.00 0.01 0.1095
H 5.957019 2.063519 2.072829 0.00 -0.01 0.00 0.0800
H 5.118494 1.503556 0.625762 -0.02 -0.01 0.00 0.0514
H 5.724715 0.338370 1.803420 -0.02 -0.01 0.00 0.0836
H 3.993576 4.453085 -1.218710 0.00 0.00 0.01 0.0912
H 5.254172 4.159944 -3.312411 0.00 0.01 0.01 0.0724
H 5.428172 1.869111 -4.297876 0.00 -0.02 0.00 0.0863
H 4.498851 -0.066543 -3.146217 0.01 0.01 -0.01 0.0969
H 3.048908 -0.104096 0.295679 -0.03 0.11 0.08 -0.0117
H 3.417127 -1.086619 -1.209721 0.02 0.00 -0.01 0.0342
C -0.723391 -2.816901 3.948999 0.06 -0.02 0.03 -0.0725
H 0.282190 -2.612412 3.567701 -0.01 0.01 0.00 0.0612
H -0.708539 -2.749799 5.041664 -0.01 0.02 0.00 0.0657
H -0.996928 -3.838023 3.673195 -0.03 0.01 -0.02 0.0724

=====

[5]
14
Properties=species:S:1:pos:R:3:forces:R:3:lowdin_charge:R:1 method="wB97M-V/def2-TZVPD" homo_energy_ev=-9.74 smiles="O[C@@H]1CN=COC1" homo_lumo_gap_ha=0.385 largest_force_ev_per_a=1.9
O -1.046467 0.975882 1.197265 -0.09 -0.38 -0.12 -0.0050
C 0.126214 0.229189 0.968008 0.28 -0.76 -0.36 -0.3537
C -0.324377 -1.136842 0.351271 0.51 0.05 0.24 -0.1220
O -0.900345 -0.971937 -0.948330 0.17 0.17 0.06 -0.0505
C -0.350473 -0.000597 -1.721410 0.26 0.28 -0.07 -0.2286
N 0.517990 0.858376 -1.412620 -0.18 -0.25 -0.17 0.0724
C 1.031139 0.902633 -0.051627 0.15 -0.10 0.12 -0.1736
H -1.612868 0.211732 1.089176 -1.64 0.87 0.37 0.0700
H 0.651269 0.066289 1.923169 0.03 -0.12 -0.29 0.1472
H 0.552029 -1.778655 0.303069 0.12 -0.21 -0.23 0.1275
H -1.114493 -1.703773 0.883246 0.50 0.58 0.26 0.1414
H -0.769613 -0.035211 -2.727002 0.03 0.01 0.18 0.1315
H 2.000903 0.394065 -0.019175 0.03 0.12 -0.10 0.1207
H 1.215717 1.954227 0.199355 -0.15 -0.25 0.11 0.1228

=====

[6]
11
Properties=species:S:1:pos:R:3:forces:R:3:lowdin_charge:R:1 method="wB97M-V/def2-TZVPD" homo_energy_ev=-10.04 homo_lumo_gap_ha=0.402 largest_force_ev_per_a=7.4
C 1.305868 -0.841393 1.634258 0.71 1.18 5.19 -0.1934
C 1.049120 -0.457335 0.160782 6.76 -0.01 0.62 -0.4101
C -0.281415 -0.177357 0.158227 -4.59 5.26 2.50 -0.7620
H 1.613561 0.224650 2.288642 -1.14 -2.99 -1.94 0.1237
H 2.260581 -1.445564 1.811645 -1.69 0.32 -0.26 0.0576
H 0.218630 -1.280049 2.508455 3.42 0.87 -3.19 0.1889
H 1.349928 -1.294536 -0.558424 0.05 1.42 0.81 0.1340
H 1.769940 0.589994 0.147980 -2.00 -3.09 -0.98 0.1857
H -0.959930 -0.835386 0.461948 -2.40 -4.45 -0.34 0.0115
H -0.499353 0.201785 1.299607 0.43 1.47 -2.71 0.1229
Cl -1.070282 0.746801 -1.157614 0.44 0.02 0.29 0.5413